1.
The following is a DFT calculation (ωB97M-V/def2-TZVPD) of a single C6H6 molecule.

Calculated values
HOMO level, eV: -7.69
Gap between HOMO and LUMO, eV: 7.73

Geometry (Å):
C 2.44382 -0.20775 -0.03792
C 0.05862 0.55390 -0.07837
C -2.48169 -0.28685 -0.14363
C 1.17485 -0.51383 -0.12548
C 0.03408 -1.09901 0.48938
C -1.17775 -0.55846 0.07622
H 2.70918 0.83459 -0.04717
H 3.24080 -0.92973 0.01171
H 0.18155 1.28725 0.68123
H -0.10534 1.20759 -0.95374
H -3.27878 -1.03182 0.15307
H -2.79932 0.74411 -0.02531

---

2.
The following is a DFT calculation (ωB97M-V/def2-TZVPD) of 13 unconnected molecules or ions with the total composition C26H78O13.

Calculated values
HOMO level, eV: -9.99
Gap between HOMO and LUMO, eV: 10.02

Geometry (Å):
C -5.73109 -0.83633 -3.73229
C -6.73095 -1.94679 -3.83121
O -7.31795 -2.17477 -2.59840
H -6.25132 0.10378 -3.54886
H -5.27089 -0.74696 -4.71632
H -5.04250 -1.02634 -2.90896
H -6.33033 -2.83850 -4.31333
H -7.49404 -1.61802 -4.53669
H -6.63667 -2.52476 -2.01964
C -4.41001 4.42261 0.68052
C -5.52449 3.37036 0.85112
O -6.27099 3.71323 1.98256
H -4.92128 5.37009 0.51027
H -3.67094 4.12364 -0.06278
H -3.81438 4.48657 1.59115
H -5.09444 2.38184 1.01232
H -6.13815 3.36871 -0.04973
H -7.14493 3.38143 1.76405
C 5.83073 0.33120 -3.68991
C 5.74053 -1.06012 -3.00483
O 5.04207 -1.95961 -3.83293
H 6.05392 0.34187 -4.75676
H 6.63722 0.90089 -3.22824
H 4.92141 0.88508 -3.45655
H 5.32019 -0.94858 -2.00535
H 6.74608 -1.45428 -2.85782
H 4.87616 -2.75290 -3.31837
C 2.10110 -2.91544 8.57815
C 1.58861 -3.51733 7.27619
O 0.19747 -3.62830 7.47550
H 2.02821 -3.66961 9.36174
H 1.60727 -1.98742 8.86626
H 3.15336 -2.66107 8.45108
H 2.06700 -4.45845 7.00502
H 1.89337 -2.85007 6.46998
H 0.04680 -4.23123 8.20720
C -0.28719 -5.29459 -5.44517
C -0.34176 -6.82819 -5.44298
O -1.06131 -7.13482 -6.58890
H -0.00587 -4.91159 -6.42612
H 0.34369 -4.90351 -4.64695
H -1.29429 -4.92817 -5.24617
H -0.83248 -7.27031 -4.57590
H 0.66124 -7.25486 -5.43660
H -1.07956 -8.08613 -6.71646
C -4.11488 -0.54285 4.98789
C -2.76850 -0.55722 4.26743
O -2.47863 -1.87719 3.92975
H -4.52925 0.43938 5.21511
H -4.13865 -1.08109 5.93543
H -4.86555 -1.01613 4.35496
H -2.00911 -0.09505 4.89818
H -2.87727 0.02468 3.35219
H -2.15979 -2.26881 4.74619
C -3.42867 -6.53229 1.02387
C -3.56097 -5.37768 0.02380
O -4.32745 -4.37483 0.57822
H -2.66641 -7.19036 0.60675
H -4.35878 -7.09904 0.98153
H -3.01564 -6.29312 2.00383
H -4.05212 -5.74498 -0.87728
H -2.60368 -4.93452 -0.25062
H -3.73258 -4.05622 1.26103
C 2.56704 3.30156 6.37051
C 3.99857 3.74168 6.01938
O 4.45889 3.03536 4.89485
H 2.38719 2.23047 6.46279
H 1.81555 3.61197 5.64456
H 2.26263 3.64224 7.36014
H 4.70632 3.55086 6.82609
H 4.03088 4.81585 5.83713
H 5.40934 3.13153 4.98973
C 3.29370 -7.27776 1.34244
C 2.85617 -6.23779 0.31560
O 3.79701 -6.27295 -0.74552
H 4.29233 -7.01176 1.68895
H 3.44854 -8.26193 0.90025
H 2.55101 -7.36458 2.13553
H 2.75893 -5.25957 0.78649
H 1.84833 -6.50309 -0.00374
H 3.76552 -7.15219 -1.12963
C 3.62202 7.71405 -4.28227
C 3.67827 6.18215 -3.96176
O 2.45738 5.82635 -3.31016
H 2.73044 8.00123 -4.83969
H 4.45290 7.88852 -4.96588
H 3.73353 8.36753 -3.41704
H 4.54240 5.90485 -3.35805
H 3.83674 5.61664 -4.88001
H 2.67614 5.01871 -2.83956
C -1.62082 2.97403 -6.41090
C -0.43374 2.05217 -6.52511
O 0.01495 2.00794 -7.88414
H -2.36625 2.63906 -7.13218
H -1.24432 3.95090 -6.71433
H -2.08764 3.04063 -5.42817
H -0.70598 1.04394 -6.21293
H 0.42808 2.28004 -5.89785
H 0.77629 1.42321 -7.87618
C 0.49332 0.66228 -0.53967
C 1.38336 1.05585 0.61371
O 2.33747 1.90395 0.13899
H 1.11073 0.31522 -1.36820
H -0.10987 1.52958 -0.80811
H -0.20184 -0.11427 -0.22059
H 1.75590 0.16268 1.11527
H 0.75403 1.58384 1.33014
H 2.78355 2.24083 0.91946
C 0.70957 8.10924 3.22000
C 1.16137 7.26655 2.04014
O 0.89480 7.90967 0.81792
H 0.92074 7.64504 4.18335
H -0.37919 8.16116 3.21847
H 1.22195 9.07108 3.19948
H 0.59259 6.33971 2.11464
H 2.21553 6.98939 2.04473
H 1.14704 7.33199 0.09386

---

3.
The following is a DFT calculation (ωB97M-V/def2-TZVPD) of a molecular structure, C3H6N2O.

Calculated values
HOMO level, eV: -10.11
Gap between HOMO and LUMO, eV: 11.05

Geometry (Å):
N -1.54931 0.05645 -0.82923
C -0.23882 -0.39722 -0.51717
C 0.91670 0.62488 -0.53940
O 1.59590 -0.05876 0.50420
C 0.27864 -0.60174 0.88845
N 0.03888 -0.53973 2.11416
H -2.21176 -0.70207 -0.91591
H -1.89556 0.72265 -0.14763
H 0.04217 -1.25311 -1.13270
H 1.49988 0.67829 -1.44987
H 0.57560 1.62067 -0.21741
H 0.98980 -0.08595 2.14408

---

4.
The following is a DFT calculation (ωB97M-V/def2-TZVPD) of 3 unconnected molecules or ions with the total composition C3H12O2S2.

Calculated values
HOMO level (alpha / beta), eV: -13.46 / -13.46
Total charge: +1
Multiplicity: 2
Gap between HOMO and LUMO (alpha / beta), eV: 9.15 / 4.67

Geometry (Å):
C 1.85663 -0.06907 -0.28869
C 2.74873 0.41391 0.85311
C 0.60310 -0.72320 0.28480
S -0.91365 -0.04605 -0.40543
S -2.40796 -1.15304 0.13645
H 2.46752 -0.64491 -0.98084
H 1.60437 0.82257 -0.83928
H 3.12285 -0.38717 1.48158
H 3.56093 1.06507 0.51957
H 2.26664 1.15972 1.49910
H 0.55443 -0.49022 1.36000
H 0.68538 -1.81317 0.33818
H -2.39743 -2.30818 -0.58143
H -1.02154 -1.47862 -5.89043
H -2.08556 -1.54420 -4.79028
O -1.86679 -1.87417 -5.65934
H 2.06798 4.51576 5.98455
H 2.71865 4.61555 4.58351
O 2.72931 4.12321 5.40686

---

5.
The following is a DFT calculation (ωB97M-V/def2-TZVPD) of a molecular structure, C2H3BrO.

Calculated values
HOMO level (alpha / beta), eV: -6.23 / -9.82
Multiplicity: 3
Gap between HOMO and LUMO (alpha / beta), eV: 7.11 / 7.49

Geometry (Å):
C -0.21122 0.13083 -0.35814
C 0.14097 0.00744 0.88645
O -0.63994 0.90386 2.30184
Br -2.05408 1.78971 1.75353
H 0.44105 -0.46577 -0.98049
H -0.84990 0.98200 -0.59209
H 0.47392 -0.68157 1.55429

---

6.
The following is a DFT calculation (ωB97M-V/def2-TZVPD) of a molecular structure, C18H39CaGeNSbSe4Si3.

Calculated values
HOMO level (alpha / beta), eV: -0.78 / -1.37
Total charge: -2
Multiplicity: 2
Gap between HOMO and LUMO (alpha / beta), eV: 4.94 / 5.49

Geometry (Å):
Ca -0.37210 -1.35250 0.52900
Se -4.65140 1.84620 1.62980
Sb -3.30840 0.56680 -0.00560
Se 0.03590 1.45940 -0.32000
Se -2.99010 -1.93970 0.88220
Se -4.42900 0.59020 -2.20490
C 2.97630 0.14100 1.14650
N 2.37030 -0.94740 0.41290
C 2.66120 -0.84480 -1.00050
C 2.80080 -2.23170 0.93490
C 2.09240 -3.38220 0.26150
C 2.83620 -4.44080 -0.24520
C 2.20170 -5.51930 -0.84040
C 0.82000 -5.52230 -0.93820
C 0.09410 -4.44340 -0.45210
C 0.69620 -3.34470 0.16220
H 4.07940 0.13360 1.07840
H 2.68400 0.08070 2.19760
H 2.62200 1.08670 0.74400
H 3.74440 -0.84590 -1.20480
H 2.23660 0.07700 -1.39790
H 2.20350 -1.68640 -1.52290
H 2.56340 -2.24570 2.00910
H 3.89970 -2.34040 0.82340
H 3.92060 -4.42310 -0.17750
H 2.78490 -6.34860 -1.22930
H 0.31250 -6.36350 -1.39990
H -0.98920 -4.46290 -0.54080
C 1.39570 6.13430 2.26710
Si 1.16030 4.23210 2.21010
C -0.30780 3.77340 3.34190
C 2.75120 3.47070 2.98890
Ge 0.79720 3.64530 -0.11860
Si 2.90570 3.99550 -1.30710
C 3.44690 5.80370 -0.97810
C 2.71120 3.91780 -3.21500
C 4.47100 2.95310 -0.88960
Si -1.02040 4.82000 -1.19320
C -2.38900 5.14320 0.09140
C -0.32820 6.49690 -1.82710
C -1.68250 3.83700 -2.68350
H 1.37910 6.52030 3.28280
H 0.59930 6.62310 1.71390
H 2.33830 6.42710 1.81500
H -0.15190 4.04630 4.38400
H -0.48870 2.70170 3.30100
H -1.21770 4.25790 2.99850
H 3.00790 3.92530 3.94350
H 3.60710 3.59270 2.32860
H 2.61840 2.40690 3.15660
H 2.60720 6.47640 -1.11430
H 4.23170 6.12150 -1.65790
H 3.81630 5.93170 0.03560
H 1.98920 4.66160 -3.54340
H 2.34340 2.94690 -3.53250
H 3.64730 4.10720 -3.73910
H 4.68860 2.98820 0.17610
H 5.34870 3.32840 -1.41530
H 4.33260 1.91220 -1.16750
H -2.02910 5.75270 0.91670
H -2.74020 4.20240 0.50690
H -3.24770 5.64150 -0.34910
H 0.12140 7.06460 -1.01750
H -1.10880 7.10990 -2.26400
H 0.43230 6.34420 -2.58670
H -2.13040 2.91210 -2.33210
H -0.87980 3.56290 -3.36370
H -2.44170 4.36860 -3.24910

---

Number 1: total energy -231.9834 a.u.. Number 2: total energy -2015.2763 a.u.. Number 3: total energy -302.5792 a.u.. Number 4: total energy -1067.9987 a.u.. Number 5: total energy -2726.9892 a.u.. Number 6: total energy -14233.2444 a.u..